Record 1
Computed, not measured: C29H30N4O5S in the gas phase, with the ωB97M-V functional and the def2-TZVPD basis.

Each line ends with the natural charge from an NBO analysis.
Atoms and positions in Å:
1 C -6.519 1.448 0.775  -0.626
2 C -6.187 0.249 -0.113  -0.203
3 N -4.980 0.422 -0.898  -0.451
4 C -3.781 -0.074 -0.529  0.688
5 O -2.797 -0.034 -1.235  -0.637
6 C -3.651 -0.691 0.881  -0.173
7 O -2.267 -0.828 1.128  -0.492
8 C -1.575 0.320 0.993  0.800
9 O -2.099 1.408 0.996  -0.601
10 C -0.127 0.075 0.796  0.005
11 C 0.451 0.523 -0.374  -0.248
12 C 1.815 0.275 -0.639  0.215
13 C 2.444 0.744 -1.879  -0.010
14 C 1.707 0.969 -3.042  -0.219
15 C 2.343 1.410 -4.188  -0.197
16 C 3.711 1.632 -4.196  -0.206
17 C 4.450 1.404 -3.046  -0.215
18 C 3.823 0.962 -1.898  -0.202
19 N 2.605 -0.369 0.211  -0.455
20 C 2.048 -0.795 1.335  0.362
21 C 0.685 -0.616 1.700  -0.178
22 C 0.580 -1.221 2.982  0.190
23 C -0.619 -1.323 3.851  -0.647
24 N 1.742 -1.710 3.339  -0.236
25 N 2.639 -1.469 2.361  -0.212
26 C 3.963 -1.896 2.500  0.202
27 C 4.871 -1.772 1.454  -0.244
28 C 6.171 -2.207 1.626  -0.203
29 C 6.592 -2.771 2.824  -0.029
30 C 8.011 -3.219 3.006  -0.625
31 C 5.671 -2.892 3.858  -0.207
32 C 4.368 -2.461 3.705  -0.230
33 C -5.080 1.254 -2.102  -0.035
34 C -4.589 2.699 -1.843  -0.430
35 C -3.082 2.754 -1.931  -0.654
36 S -2.817 1.780 -3.445  2.168
37 O -1.575 1.066 -3.486  -0.939
38 O -3.071 2.658 -4.559  -0.966
39 C -4.313 0.711 -3.300  -0.655
40 H -7.321 1.184 1.459  0.221
41 H -6.847 2.295 0.178  0.210
42 H -5.651 1.749 1.356  0.216
43 H -6.076 -0.645 0.502  0.205
44 H -7.016 0.067 -0.804  0.205
45 H -4.065 -1.700 0.926  0.222
46 H -4.112 -0.044 1.634  0.210
47 H -0.152 1.044 -1.100  0.244
48 H 0.643 0.790 -3.072  0.244
49 H 1.760 1.580 -5.081  0.216
50 H 4.200 1.979 -5.095  0.211
51 H 5.517 1.575 -3.045  0.211
52 H 4.388 0.790 -0.994  0.225
53 H -1.022 -0.331 4.053  0.220
54 H -1.391 -1.908 3.352  0.228
55 H -0.349 -1.802 4.787  0.236
56 H 4.549 -1.342 0.520  0.251
57 H 6.872 -2.109 0.809  0.208
58 H 8.067 -4.061 3.692  0.214
59 H 8.452 -3.509 2.055  0.215
60 H 8.608 -2.407 3.421  0.218
61 H 5.978 -3.330 4.797  0.208
62 H 3.651 -2.555 4.504  0.237
63 H -6.149 1.293 -2.338  0.219
64 H -4.945 3.052 -0.876  0.230
65 H -5.004 3.335 -2.628  0.231
66 H -2.576 2.297 -1.089  0.268
67 H -2.705 3.755 -2.113  0.254
68 H -4.859 0.865 -4.226  0.250
69 H -4.006 -0.321 -3.200  0.267

Output
Orbital gap ... 7.94 eV
Relative energy (zero: lowest compared OMol25 entry of this formula, charge and spin) ... 0.0856 eV

Record 2
Computed, not measured: a molecular structure, C48H109N6NiO18, with the ωB97M-V functional and the def2-TZVPD basis.

Each line ends with the Mulliken charge.
Atoms and positions in Å:
1 Ni 1.975 1.978 -3.669  0.639
2 C -1.031 -2.113 -2.622  -0.822
3 C -1.260 -0.885 -1.702  1.354
4 C -2.002 -1.178 -0.310  -0.648
5 C -1.111 -1.975 0.679  -0.718
6 C 0.074 -1.126 1.123  -0.427
7 C 0.854 -0.639 -0.166  2.407
8 N -0.041 -0.164 -1.294  0.660
9 O 0.671 0.638 -2.360  0.261
10 C 1.858 -1.687 -0.602  -1.176
11 C 1.698 0.516 0.459  -1.229
12 C -2.238 0.116 -2.496  -1.343
13 H -1.968 -2.531 -2.988  0.536
14 H -0.375 -2.860 -2.175  0.201
15 H -0.402 -1.715 -3.419  -0.488
16 H -2.673 -1.978 -0.623  0.847
17 H -2.562 -0.367 0.155  -0.488
18 H -0.565 -2.810 0.239  -0.358
19 H -1.725 -2.299 1.519  0.768
20 H 0.721 -1.791 1.695  0.217
21 H -0.318 -0.421 1.856  -0.251
22 H 2.357 -2.097 0.275  0.225
23 H 2.635 -1.119 -1.114  -0.491
24 H 1.383 -2.434 -1.238  0.195
25 H 2.553 0.790 -0.159  -0.439
26 H 2.158 0.289 1.420  0.467
27 H 1.091 1.409 0.610  0.114
28 H -2.430 1.009 -1.901  -0.138
29 H -3.206 -0.339 -2.708  0.481
30 H -1.763 0.460 -3.415  0.135
31 C 1.196 2.239 3.142  -0.206
32 O 1.809 1.995 4.369  -0.274
33 C 1.001 1.360 5.256  -0.999
34 C 0.830 -0.123 5.232  0.330
35 O 2.070 -0.797 5.442  -0.352
36 C 2.020 -2.071 4.920  0.082
37 C 3.304 -2.914 5.275  -0.624
38 O 3.363 -3.581 6.546  -0.408
39 C 3.484 -2.722 7.629  -0.461
40 H 0.716 1.410 2.622  -0.418
41 H 1.996 2.643 2.521  0.320
42 H 0.485 3.046 3.319  0.634
43 H 0.038 1.817 5.485  0.434
44 H 1.643 1.615 6.099  0.344
45 H 0.394 -0.315 4.251  -0.193
46 H 0.202 -0.415 6.073  0.389
47 H 2.092 -1.935 3.841  -0.097
48 H 1.061 -2.546 5.127  0.452
49 H 4.227 -2.422 4.968  0.378
50 H 3.225 -3.717 4.542  0.218
51 H 4.465 -2.247 7.594  0.266
52 H 3.185 -3.123 8.598  0.303
53 H 2.732 -1.952 7.454  0.097
54 C 1.724 -3.519 -8.029  -0.725
55 O 1.535 -2.608 -6.915  -0.334
56 C 1.402 -1.194 -7.128  -1.016
57 C 0.833 -0.227 -6.007  -0.010
58 O 1.922 0.304 -5.146  -0.250
59 C 2.698 -0.723 -4.534  -0.245
60 C 3.931 -0.116 -3.974  -0.540
61 O 3.707 0.864 -3.004  -0.091
62 C 4.929 1.351 -2.455  -0.878
63 H 2.240 -2.888 -8.753  0.322
64 H 0.748 -3.846 -8.388  0.261
65 H 2.306 -4.414 -7.811  0.245
66 H 0.733 -1.076 -7.980  0.608
67 H 2.317 -0.759 -7.530  0.448
68 H 0.186 -0.860 -5.400  -0.059
69 H 0.418 0.647 -6.509  0.244
70 H 3.094 -1.516 -5.168  0.520
71 H 2.116 -1.303 -3.819  -0.036
72 H 4.600 0.143 -4.795  0.556
73 H 4.495 -0.898 -3.465  0.267
74 H 5.472 1.952 -3.185  0.408
75 H 5.609 0.578 -2.099  0.062
76 H 4.742 2.136 -1.722  0.346
77 C -7.845 -0.859 -3.340  -0.865
78 O -6.821 -0.235 -2.594  -0.299
79 C -7.007 -0.112 -1.184  -0.555
80 C -5.830 0.324 -0.468  0.234
81 O -6.045 0.611 0.902  -0.491
82 C -4.745 0.567 1.690  1.064
83 C -4.751 1.439 2.897  -1.558
84 O -5.051 2.834 2.818  -0.209
85 C -6.295 3.287 2.254  -0.687
86 H -7.799 -0.612 -4.400  0.271
87 H -8.871 -0.871 -2.972  0.317
88 H -7.537 -1.902 -3.424  0.339
89 H -7.242 -1.124 -0.853  0.328
90 H -7.859 0.560 -1.078  0.360
91 H -5.289 1.133 -0.958  0.201
92 H -5.177 -0.537 -0.612  -0.118
93 H -4.022 1.077 1.054  -0.570
94 H -4.543 -0.476 1.933  0.547
95 H -3.792 1.352 3.407  0.409
96 H -5.533 0.957 3.485  0.531
97 H -7.126 2.740 2.698  0.383
98 H -6.370 2.929 1.227  0.246
99 H -6.433 4.354 2.428  0.190
100 C -1.866 3.024 1.256  -0.418
101 O -1.325 4.199 1.661  -0.471
102 C -2.218 5.056 2.444  -0.523
103 C -3.291 5.744 1.553  -0.356
104 O -4.094 6.546 2.416  -0.454
105 C -5.214 7.171 1.795  -0.462
106 C -4.890 8.297 0.771  -0.800
107 O -4.190 7.815 -0.318  -0.195
108 C -4.093 8.755 -1.401  -0.806
109 H -2.561 2.628 1.997  0.294
110 H -1.112 2.313 0.918  0.002
111 H -2.667 2.990 0.518  0.408
112 H -1.656 5.811 2.994  0.434
113 H -2.760 4.426 3.148  0.247
114 H -3.955 5.148 0.927  0.188
115 H -2.938 6.456 0.807  0.543
116 H -5.912 7.506 2.563  0.433
117 H -5.758 6.426 1.215  0.229
118 H -4.299 9.057 1.282  0.353
119 H -5.813 8.844 0.577  0.546
120 H -3.545 9.622 -1.034  0.343
121 H -5.112 8.956 -1.733  0.318
122 H -3.444 8.299 -2.148  0.180
123 C 5.140 -3.629 -0.861  0.653
124 O 5.083 -4.533 -1.695  -0.744
125 N 6.127 -2.751 -0.975  0.214
126 C 7.335 -2.906 -1.759  -1.066
127 C 6.208 -1.594 -0.066  -0.839
128 H 4.452 -3.307 -0.064  0.022
129 H 7.122 -3.625 -2.550  0.338
130 H 8.046 -3.391 -1.089  0.382
131 H 7.647 -1.993 -2.266  0.294
132 H 6.828 -1.925 0.767  0.310
133 H 6.638 -0.733 -0.578  0.328
134 H 5.185 -1.284 0.148  0.110
135 C -0.918 3.024 -4.718  -0.016
136 O 0.248 2.926 -4.300  -0.581
137 N -1.902 3.502 -3.954  0.346
138 C -3.235 3.268 -4.472  -1.035
139 C -1.840 3.985 -2.584  -1.098
140 H -1.177 2.575 -5.690  0.356
141 H -3.658 4.255 -4.657  0.363
142 H -3.791 2.614 -3.801  0.270
143 H -3.198 2.701 -5.402  0.371
144 H -0.973 4.634 -2.461  0.338
145 H -2.648 4.677 -2.345  0.499
146 H -1.718 3.154 -1.890  0.198
147 C 2.387 -5.362 1.002  0.939
148 O 3.098 -4.545 1.571  -0.687
149 N 2.786 -6.575 0.701  0.150
150 C 1.998 -7.498 -0.128  -0.890
151 C 4.115 -7.040 1.074  -1.063
152 H 1.359 -5.097 0.709  -0.345
153 H 2.338 -7.814 -1.114  0.341
154 H 0.947 -7.212 -0.173  0.162
155 H 2.019 -8.484 0.335  0.382
156 H 4.020 -7.832 1.816  0.386
157 H 4.584 -7.551 0.233  0.374
158 H 4.825 -6.294 1.431  0.255
159 C 6.919 3.277 2.191  0.208
160 O 7.386 2.377 1.537  -0.580
161 N 5.793 3.197 2.895  0.209
162 C 5.444 4.284 3.815  -1.013
163 C 4.892 2.020 3.085  -0.891
164 H 7.242 4.325 2.284  0.240
165 H 5.278 4.142 4.883  0.343
166 H 4.516 4.796 3.563  0.334
167 H 6.143 5.120 3.772  0.312
168 H 5.460 1.108 3.271  0.426
169 H 4.066 2.074 3.793  0.384
170 H 4.471 1.660 2.146  0.042
171 C -3.718 -5.737 2.015  0.050
172 O -3.945 -5.680 3.211  -0.562
173 N -2.554 -5.903 1.320  0.249
174 C -1.249 -5.899 1.919  -0.633
175 C -2.693 -6.061 -0.157  -1.182
176 H -4.584 -5.800 1.339  0.354
177 H -0.948 -6.920 1.684  0.450
178 H -1.207 -5.801 3.004  0.294
179 H -0.558 -5.249 1.381  -0.067
180 H -2.980 -7.046 -0.526  0.372
181 H -3.595 -5.509 -0.420  0.427
182 H -2.019 -5.593 -0.875  0.306

Output
Orbital gap (spin up / spin down) ... 8.94 / 6.82 eV
Net charge ... +1
Multiplicity ... 3

Record 3
Computed, not measured: C13H17N3O2 in the gas phase, with the ωB97M-V functional and the def2-TZVPD basis.

Each line ends with the natural charge from an NBO analysis.
Atoms and positions in Å:
1 C 1.116 -4.133 1.401  -0.256
2 O 1.251 -2.716 1.588  -0.515
3 C 0.304 -1.863 1.066  0.285
4 C 0.352 -0.568 1.466  -0.265
5 C -0.483 0.472 0.931  -0.126
6 C -1.486 0.174 0.046  0.227
7 C -1.837 -1.298 -0.251  -0.460
8 C -0.712 -2.324 0.033  0.036
9 O -0.123 -2.742 -1.224  -0.546
10 C 0.902 -1.859 -1.701  -0.265
11 N -2.264 1.158 -0.528  -0.620
12 C -1.666 2.232 -1.257  -0.106
13 C -0.492 2.891 -0.915  0.244
14 N 0.021 3.942 -1.647  -0.378
15 C 1.154 4.261 -1.060  0.090
16 C 1.527 3.442 0.123  -0.277
17 N 0.381 2.547 0.133  -0.442
18 C -0.117 1.852 1.297  -0.224
19 H 1.140 -4.406 0.347  0.190
20 H 1.935 -4.655 1.914  0.198
21 H 0.192 -4.496 1.844  0.170
22 H 1.138 -0.317 2.172  0.215
23 H -2.749 -1.518 0.330  0.222
24 H -2.072 -1.341 -1.313  0.235
25 H -1.202 -3.235 0.408  0.207
26 H 0.762 -0.845 -1.477  0.185
27 H 1.878 -2.144 -1.239  0.172
28 H 0.955 -1.973 -2.801  0.193
29 H -3.145 0.821 -0.822  0.387
30 H -2.140 2.509 -2.212  0.219
31 H 1.820 5.025 -1.441  0.192
32 H 2.464 2.862 -0.001  0.206
33 H 1.575 4.039 0.991  0.200
34 H -1.036 2.363 1.716  0.199
35 H 0.659 1.847 2.085  0.210

Output
Orbital gap ... 7.34 eV
Relative energy (zero: lowest compared OMol25 entry of this formula, charge and spin) ... 3.3258 eV

Record 4
Computed, not measured: C8H16O in the gas phase, with the ωB97M-V functional and the def2-TZVPD basis.

Each line ends with the natural charge from an NBO analysis.
Atoms and positions in Å:
1 C -0.460 -1.202 0.206  0.213
2 C -1.254 -0.137 0.990  -0.263
3 C 0.519 0.265 -1.701  0.122
4 C -0.463 -0.752 -1.466  -0.565
5 C -0.653 1.274 0.719  -0.410
6 C 0.840 1.208 0.402  -0.658
7 C -1.232 -0.483 2.481  -0.602
8 C 1.897 -0.111 -2.120  -0.695
9 O 0.795 -1.325 0.616  -0.751
10 H 1.115 -0.005 0.227  0.374
11 H -1.004 -2.151 0.128  0.178
12 H -2.293 -0.147 0.644  0.195
13 H 0.185 1.268 -1.926  0.201
14 H -1.481 -0.453 -1.705  0.229
15 H -0.192 -1.698 -1.932  0.234
16 H -1.180 1.727 -0.126  0.193
17 H -0.848 1.922 1.579  0.210
18 H 1.215 2.049 -0.175  0.207
19 H 1.449 1.152 1.314  0.246
20 H -0.208 -0.492 2.855  0.222
21 H -1.811 0.246 3.054  0.201
22 H -1.659 -1.473 2.663  0.207
23 H 2.251 -0.951 -1.517  0.254
24 H 2.599 0.719 -2.045  0.223
25 H 1.872 -0.448 -3.164  0.237

Output
Orbital gap ... 8.11 eV
Relative energy (zero: lowest compared OMol25 entry of this formula, charge and spin) ... 3.7639 eV

Record 5
Computed, not measured: a molecular structure, C26H14Cl3MnN2OS2, with the ωB97M-V functional and the def2-TZVPD basis.

Each line ends with the natural charge from an NBO analysis.
Atoms and positions in Å:
1 Mn 0.851 0.702 0.001  1.564
2 Cl 6.137 5.168 0.001  0.111
3 C 4.609 4.419 0.001  -0.033
4 C 4.538 3.018 0.001  -0.217
5 C 3.294 2.449 0.001  -0.141
6 Cl 2.994 0.757 0.001  0.169
7 C 2.075 3.171 0.001  0.324
8 O 0.974 2.491 0.001  -0.699
9 C 2.193 4.589 0.001  -0.090
10 Cl 0.767 5.523 0.001  0.090
11 C 3.443 5.186 0.001  -0.198
12 H 5.433 2.419 0.001  0.263
13 H 3.529 6.262 0.001  0.270
14 S -6.117 1.998 0.001  0.486
15 C -6.512 3.642 0.000  -0.354
16 C -5.402 4.457 -0.001  -0.248
17 C -4.206 3.738 -0.001  -0.174
18 C -4.398 2.366 0.000  -0.271
19 C -3.439 1.301 0.000  -0.053
20 C -2.043 1.549 0.000  0.133
21 N -1.131 0.591 0.000  -0.543
22 C -1.562 -0.707 0.000  0.127
23 C -2.930 -1.066 0.000  -0.054
24 C -3.271 -2.456 0.000  -0.153
25 C -2.315 -3.416 0.000  -0.144
26 C -0.925 -3.078 0.000  -0.084
27 C 0.101 -4.018 0.000  -0.060
28 C 1.437 -3.598 0.000  -0.058
29 C 1.683 -2.204 0.000  0.117
30 N 0.733 -1.279 0.000  -0.579
31 C -0.565 -1.710 0.000  0.218
32 C 2.508 -4.552 0.000  -0.273
33 C 3.881 -4.358 -0.001  -0.180
34 C 4.603 -5.552 -0.001  -0.248
35 C 3.790 -6.663 0.000  -0.354
36 S 2.145 -6.268 0.001  0.492
37 C -3.864 -0.034 0.000  -0.070
38 H -7.543 3.940 0.001  0.265
39 H -5.464 5.530 -0.002  0.250
40 H -3.240 4.206 -0.002  0.222
41 H -1.666 2.563 0.001  0.239
42 H -4.317 -2.723 0.000  0.250
43 H -2.583 -4.461 0.000  0.249
44 H -0.133 -5.072 0.000  0.248
45 H 2.707 -1.856 0.001  0.211
46 H 4.354 -3.394 -0.002  0.216
47 H 5.675 -5.611 -0.002  0.251
48 H 4.089 -7.693 0.001  0.266
49 H -4.919 -0.265 0.000  0.247

Output
Orbital gap (spin up / spin down) ... 4.91 / 5.14 eV
Net charge ... +2
Multiplicity ... 5

| no. | electronic energy (eV) | molecular weight (g mol⁻¹) | largest force on an atom (eV/Å) |
| --- | --- | --- | --- |
| 1 | -57593.7911 | 546.649 | 1.03 |
| 2 | -138361.2595 | 1117.117 | 6.22 |
| 3 | -22318.8010 | 247.298 | 3.06 |
| 4 | -10599.2279 | 128.215 | 0.49 |
| 5 | -122760.8471 | 595.842 | 3.61 |